Entry from the OMol25 dataset: 2 unconnected molecules or ions with the total composition C3H9NS2 at a distorted geometry (the ωB97M-V functional and the def2-TZVPD basis).

Structure (XYZ):
```
15
Properties=species:S:1:pos:R:3:mulliken_charge:R:1
C -0.787 1.226 0.860 -0.860
C -1.685 0.703 0.030 0.065
N -2.399 -0.499 0.278 -0.588
H -0.721 0.633 1.773 0.271
H -0.497 2.260 0.835 0.231
H -2.131 1.292 -0.761 0.347
H -1.810 -1.117 0.835 0.264
H -2.556 -1.011 -0.584 0.260
C 1.660 -0.420 -1.397 -0.607
S 2.619 0.429 -0.134 -0.054
S 2.527 -0.915 1.420 -0.196
H 0.635 -0.550 -1.083 0.108
H 2.175 -1.380 -1.501 0.319
H 1.732 0.042 -2.379 0.301
H 1.237 -0.693 1.809 0.139
```

As for the total charge: 0. For the total energy, the calculation gives -26416.58371 eV. The highest occupied orbital energy is -8.7 eV. As for the SMILES: C=CN.CSS. For the energy relative to the best compared isomer or geometry (same formula, charge and spin), the calculation gives 25.2 kcal per mole. The value obtained for the HOMO-LUMO gap is 0.34142 hartree. The lowest unoccupied orbital energy comes out at 0.570 eV.